Density functional theory data (ωB97M-V with the def2-TZVPD basis set) for C5H5FFeO4 as an isolated structure.

Geometry as ORCA input:
```
! RIJCOSX wB97M-V def2-TZVPD def2/J DEFGRID3
* xyz 2 7
C -0.65794 1.09657 -0.47646
C 0.69003 0.56285 -0.98564
O 0.89587 1.31496 -2.16254
C 0.23725 2.48256 -2.05540
O -0.62748 2.43064 -1.03728
O 0.39595 3.41754 -2.78432
O -0.90135 1.05422 0.79551
F -1.69765 0.46028 -1.17189
H 0.81472 -0.68602 -0.53370
Fe -0.87553 -0.09808 2.13837
H 1.53782 0.78550 -0.32679
C -0.37226 -2.79014 1.68067
C 0.47826 -1.79801 1.47102
H -1.45168 -2.95057 1.60380
H 0.03155 -3.73208 2.07812
H 1.50245 -1.55021 1.76652
*
```

The value obtained for the total energy is -1856.99734 a.u. Its gap between HOMO and LUMO (alpha / beta) is 7.213 / 3.448 eV. Its energy relative to the best compared isomer or geometry (same formula, charge and spin) is 158.0 kcal per mole.

These are the Löwdin partial charges, in e, on atoms 1 to 4: -0.560, 0.007, 0.178, -0.496

***

Density functional theory data (ωB97M-V with the def2-TZVPD basis set) for one molecule with the formula C5H5FOS.

Geometry as ORCA input:
```
! RIJCOSX wB97M-V def2-TZVPD def2/J DEFGRID3
* xyz 0 1
C -2.65177 -0.78114 0.04270
C -1.72768 0.24250 0.06028
C 0.51491 1.06986 -0.07812
C 1.84686 0.68031 -0.01135
C 2.31803 -0.66768 0.10915
H -3.69439 -0.61151 0.21963
H -2.16730 1.23769 0.14953
H 0.13690 2.06396 -0.27127
H 2.52647 1.47611 -0.05669
H 1.69223 -1.53172 0.24686
O -0.35175 0.05138 -0.22397
F -2.32723 -2.05528 -0.12503
S 3.88469 -1.17449 -0.06173
*
```

As for the SMILES: F/C=C\O/C=C\C=S. The value obtained for the total energy is -766.70853 a.u. Its gap between HOMO and LUMO is 7.684 eV. Its energy relative to the best compared isomer or geometry (same formula, charge and spin) is 63.3 kcal per mole.

These are the Löwdin partial charges, in e, on atoms 1 to 4: -0.123, -0.060, -0.094, -0.151

***

Density functional theory data (ωB97M-V with the def2-TZVPD basis set) for one molecule with the formula C5H5FS.

Geometry as ORCA input:
```
! RIJCOSX wB97M-V def2-TZVPD def2/J DEFGRID3
* xyz 0 1
C 0.88138 -0.94498 -0.30873
C 0.35940 0.11492 -1.22155
C -0.49070 0.91836 -0.63329
C -0.94264 0.68028 0.78668
C -0.03918 -0.52588 0.97526
H 1.02267 -2.07418 -0.51263
H 0.72005 0.16106 -2.36407
H -0.71957 1.96610 -0.97857
H -0.96418 1.52243 1.52791
H -2.04061 0.37625 0.38178
F 2.32756 -0.60897 0.10715
S -0.11417 -1.58539 2.24006
*
```

As for the SMILES: F[C@@H]1C=CCC1=S. The value obtained for the total energy is -691.45653 a.u. Its gap between HOMO and LUMO is 7.970 eV. Its energy relative to the best compared isomer or geometry (same formula, charge and spin) is 47.7 kcal per mole.

These are the Löwdin partial charges, in e, on atoms 1 to 4: -0.215, -0.094, -0.164, -0.186

***

Density functional theory data (ωB97M-V with the def2-TZVPD basis set) for C5H5I2N2O2P as an isolated structure.

Geometry as ORCA input:
```
! RIJCOSX wB97M-V def2-TZVPD def2/J DEFGRID3
* xyz 0 1
C 0.47463 0.04409 -0.41974
C -0.72401 0.39751 0.19520
C 0.72117 1.51159 -0.69621
C -0.52473 1.92403 0.14487
C 2.59900 -0.67617 -1.16026
N 1.25625 -1.00984 -0.86723
N -1.81908 -0.79515 1.02390
O 1.51340 2.15832 -1.31594
O -0.98977 2.89702 0.67247
P -2.45434 0.26126 2.35173
I 0.89454 -3.04632 -0.61376
I -3.18089 -1.54335 -0.43965
H 3.11424 -0.25906 -0.26210
H 3.15925 -1.66213 -1.48628
H 2.59583 -0.06766 -2.03261
H -3.65639 0.59326 1.81559
H -2.97909 -0.72740 3.09001
*
```

The value obtained for the total energy is -1390.06523 a.u. Its gap between HOMO and LUMO is 7.717 eV.

These are the Löwdin partial charges, in e, on atoms 1 to 4: -0.214, -0.107, -0.282, -0.296

***

Density functional theory data (ωB97M-V with the def2-TZVPD basis set) for C5H5IO2 as an isolated structure.

Geometry as ORCA input:
```
! RIJCOSX wB97M-V def2-TZVPD def2/J DEFGRID3
* xyz 0 1
C 1.87628 2.97597 0.35735
C 0.28470 0.30333 0.59557
C 0.26573 -1.84637 -0.57197
C 0.55464 -1.15962 0.54108
C 1.24047 0.45265 -0.47987
O 1.98404 2.82100 1.51323
O 1.87308 3.16928 -0.76503
I 3.30537 0.25509 -0.18214
H -0.79470 0.34368 0.26447
H 0.44272 0.66841 1.58786
H 0.56105 -2.82131 -0.49130
H -0.32163 -1.41348 -1.31232
H 1.30049 -1.55270 1.30861
*
```

The value obtained for the total energy is -641.54810 a.u. Its gap between HOMO and LUMO is 7.811 eV. Its energy relative to the best compared isomer or geometry (same formula, charge and spin) is 44.2 kcal per mole.

These are the Löwdin partial charges, in e, on atoms 1 to 4: -0.568, -0.364, 0.049, -0.292

***

Density functional theory data (ωB97M-V with the def2-TZVPD basis set) for one molecule with the formula C5H5N.

Geometry as ORCA input:
```
! RIJCOSX wB97M-V def2-TZVPD def2/J DEFGRID3
* xyz 0 1
C 1.15710 1.18660 0.16834
C 0.48604 0.05582 -0.08629
C 1.16434 0.22859 1.28115
C 1.57399 -0.42942 2.51920
C -0.36367 -0.64271 -1.06933
N 0.66321 0.55018 2.61237
H 1.52429 2.15245 -0.24638
H -0.66094 -1.61358 -0.71657
H -1.30283 -0.08287 -1.32984
H 0.19402 -0.82166 -1.97610
H -0.29971 0.40832 2.99573
*
```

The value obtained for the total energy is -248.03704 a.u. Its gap between HOMO and LUMO is 8.823 eV. Its energy relative to the best compared isomer or geometry (same formula, charge and spin) is 149.3 kcal per mole.

These are the Löwdin partial charges, in e, on atoms 1 to 4: 0.066, -0.141, -0.406, 0.042